[1]
The following is a DFT calculation (the ωB97M-V functional and the def2-TZVPD basis) of a structure of composition C15H30BCl2F4N3S5SeW.

Each line ends with the Löwdin charge.
Cartesian coordinates (Å):
1 W -0.64 -0.75 0.08  0.758
2 Se -1.30 -1.94 2.22  0.736
3 Cl -3.29 -3.79 -0.69  0.640
4 Cl -3.04 -0.85 -0.88  0.572
5 S 1.61 -0.13 0.94  0.821
6 S 1.35 2.28 3.77  0.908
7 S 0.04 0.33 -2.06  0.687
8 S -0.93 1.48 0.98  0.729
9 S -2.16 2.72 3.65  0.890
10 F 1.12 -4.74 -0.75  0.302
11 F 1.44 -3.28 0.99  0.208
12 F 2.37 -2.85 -1.05  0.249
13 F -0.29 -2.39 -0.84  -0.471
14 N 2.07 -0.72 -3.44  -0.172
15 N 0.09 -1.88 -3.63  -0.174
16 N -3.71 -0.16 2.46  0.112
17 C -1.37 -1.87 -3.74  -0.059
18 C 0.48 2.48 0.49  -0.448
19 C 0.88 0.53 3.68  -0.540
20 C 1.79 -0.26 2.76  -0.456
21 C 2.59 -1.11 -4.76  -0.004
22 C -2.79 -0.86 2.42  -0.778
23 C 0.80 -0.89 -3.11  -0.626
24 C 0.70 -3.16 -4.00  -0.005
25 C 0.22 2.90 5.06  -0.507
26 C 1.77 1.65 0.56  -0.458
27 C -2.35 3.56 2.05  -0.497
28 C -4.05 -2.28 -0.32  -0.858
29 C 3.01 0.03 -2.62  -0.049
30 C -0.93 3.74 4.52  -0.508
31 C -2.39 2.55 0.90  -0.430
32 B 1.61 -3.62 -0.29  -0.945
33 H 2.45 2.04 1.32  0.069
34 H -3.23 1.86 1.02  0.058
35 H 0.84 3.52 5.72  0.084
36 H -2.44 3.02 -0.08  0.105
37 H 1.77 -1.29 -5.45  0.100
38 H -4.97 -2.16 -0.88  0.053
39 H 3.23 -1.99 -4.71  0.108
40 H 1.67 -1.33 2.92  0.071
41 H -1.75 -0.86 -3.64  0.058
42 H 2.84 -0.18 -1.57  0.039
43 H -0.56 4.51 3.84  0.077
44 H 2.84 -0.02 2.93  0.098
45 H -4.18 -2.15 0.74  0.010
46 H 0.31 2.84 -0.53  0.083
47 H -1.43 4.25 5.34  0.084
48 H -3.28 4.13 2.02  0.094
49 H 0.54 3.32 1.18  0.071
50 H 1.69 -3.24 -3.58  0.091
51 H 1.00 0.09 4.68  0.102
52 H -0.17 0.44 3.41  -0.006
53 H 4.02 -0.30 -2.86  0.111
54 H -0.13 2.06 5.64  0.086
55 H 2.94 1.10 -2.82  0.103
56 H -1.64 -2.26 -4.72  0.112
57 H 3.18 -0.28 -5.14  0.110
58 H -1.80 -2.51 -2.97  0.051
59 H 2.28 1.68 -0.40  0.058
60 H 0.08 -3.95 -3.56  0.111
61 H 0.73 -3.30 -5.08  0.108
62 H -1.53 4.26 1.91  0.076

Results
**ΔE to the lowest compared entry with this formula, charge and spin**: 118.7 kJ/mol
**HOMO energy (alpha / beta)**: -13.727 / -13.793 eV
**Kohn-Sham gap (alpha / beta)**: 0.2094 / 0.2284 Ha
**Multiplicity**: 3
**Total charge**: +2

[2]
The following is a DFT calculation (the ωB97M-V functional and the def2-TZVPD basis) of a cluster of 2 separate species, C15H30BF5NO6P2 in total.

Each line ends with the Löwdin charge.
Cartesian coordinates (Å):
1 P 2.58 -1.20 1.77  0.939
2 P -2.44 1.04 1.56  0.802
3 F 3.60 1.27 -0.04  -0.113
4 F -1.56 -2.39 -5.88  0.013
5 F -2.56 -4.53 -5.68  0.015
6 F -2.20 -3.21 -3.75  0.012
7 F -0.35 -4.17 -4.89  0.009
8 O 2.03 -0.84 -0.87  -0.094
9 O -3.05 -0.46 2.20  -0.313
10 O -1.91 2.03 2.93  -0.319
11 O 0.84 0.81 -2.35  -0.011
12 O 4.25 -1.33 1.29  -0.355
13 O -3.54 1.89 0.76  -0.393
14 N 0.85 -1.54 -3.02  0.098
15 C 2.19 1.33 0.52  -0.202
16 C 2.38 1.82 2.09  -0.220
17 C 3.26 -2.65 -3.47  -0.051
18 C 2.01 -1.63 -3.80  -0.208
19 C -4.74 -1.07 0.39  -0.100
20 C 1.23 -0.42 -2.02  -0.307
21 C 1.79 -2.94 1.75  -0.302
22 C 2.20 -0.64 -5.11  -0.059
23 C -2.36 4.16 4.34  -0.105
24 C -2.76 3.24 3.01  -0.287
25 C 2.44 3.48 2.04  -0.139
26 C 0.04 -0.39 0.78  -0.185
27 C 1.61 -0.21 0.39  -0.473
28 C -4.52 -0.59 1.95  -0.265
29 C -0.98 0.79 0.29  -0.187
30 B -1.67 -3.57 -5.05  -1.067
31 H -3.30 4.12 5.06  0.075
32 H -4.92 -1.47 2.64  0.127
33 H -3.82 -0.74 -0.27  0.082
34 H -1.51 0.41 -0.70  0.130
35 H -1.40 3.77 4.87  0.080
36 H -0.04 -0.45 1.96  0.109
37 H -5.67 -0.49 -0.02  0.088
38 H 3.54 -2.47 -2.32  0.091
39 H 3.49 1.48 2.40  0.112
40 H 1.57 -3.19 0.61  0.064
41 H 4.79 -1.22 2.13  0.054
42 H -3.89 2.95 3.12  0.121
43 H 1.57 1.40 2.82  0.102
44 H 0.75 -2.86 2.30  0.054
45 H 2.95 0.22 -4.75  0.100
46 H 1.21 -0.05 -5.40  0.109
47 H 2.49 -3.74 2.25  0.059
48 H 4.23 -2.27 -4.06  0.085
49 H -0.32 -1.43 0.32  0.153
50 H 1.63 2.11 -0.15  0.138
51 H 3.45 3.80 1.50  0.091
52 H -2.52 3.92 2.08  0.123
53 H 2.73 -1.15 -6.02  0.081
54 H -4.86 -2.24 0.30  0.086
55 H 3.03 -3.79 -3.67  0.103
56 H -0.51 1.86 0.16  0.106
57 H -5.10 0.38 2.25  0.115
58 H 1.58 3.84 1.34  0.069
59 H 2.40 3.94 3.13  0.080
60 H -2.20 5.27 3.99  0.077

Results
**HOMO energy**: -5.658 eV
**Kohn-Sham gap**: 0.2778 Ha
**Multiplicity**: 1
**Total charge**: -1

[3]
The following is a DFT calculation (the ωB97M-V functional and the def2-TZVPD basis) of a structure of composition C15H30Cl2NOsP.

Each line ends with the Löwdin charge.
Cartesian coordinates (Å):
1 Os 2.22 -1.99 -0.65  0.824
2 Cl 0.27 -1.20 0.10  -0.060
3 Cl 3.38 -0.21 -1.00  0.016
4 P -2.32 1.43 0.77  1.047
5 N 3.86 -3.09 -1.20  -0.358
6 C -3.92 0.78 0.04  -0.569
7 C -3.54 2.46 3.21  -0.122
8 C 5.33 -3.73 -2.97  -0.044
9 C -2.74 1.31 2.60  -0.562
10 C -5.13 1.70 0.15  -0.116
11 C -2.44 3.58 -1.05  -0.132
12 C 4.78 -3.49 -0.30  -0.195
13 C -1.21 3.97 1.11  -0.133
14 C -3.65 0.32 -1.40  -0.141
15 C -1.43 1.05 3.37  -0.145
16 C -2.41 3.28 0.45  -0.583
17 C 4.14 -3.18 -2.51  -0.228
18 C 5.99 -4.06 -0.69  -0.048
19 C 7.57 -4.81 -2.49  -0.074
20 C 6.28 -4.19 -2.05  -0.323
21 H 3.35 -2.78 -3.15  0.071
22 H -1.62 3.06 -1.57  0.080
23 H -3.38 3.31 -1.53  0.053
24 H -1.22 3.91 2.21  0.050
25 H 6.69 -4.38 0.08  0.109
26 H -3.34 3.65 0.91  0.090
27 H -5.97 1.23 -0.37  0.079
28 H -5.44 1.86 1.19  0.057
29 H 1.46 -2.76 -1.78  -0.054
30 H -4.52 -0.24 -1.76  0.074
31 H 8.43 -4.27 -2.07  0.076
32 H 7.66 -5.85 -2.16  0.077
33 H 2.28 -2.94 0.57  -0.061
34 H -4.96 2.68 -0.31  0.062
35 H 4.49 -3.34 0.74  0.077
36 H -4.50 2.63 2.71  0.053
37 H -1.22 5.04 0.85  0.077
38 H -3.76 2.20 4.26  0.080
39 H 5.50 -3.78 -4.04  0.108
40 H -2.30 4.66 -1.20  0.076
41 H -3.35 0.39 2.65  0.098
42 H -4.11 -0.11 0.66  0.096
43 H -0.27 3.54 0.75  0.079
44 H -0.87 0.22 2.92  0.048
45 H -2.98 3.40 3.21  0.064
46 H -0.79 1.94 3.39  0.067
47 H -1.67 0.78 4.41  0.074
48 H -3.48 1.16 -2.08  0.062
49 H 7.66 -4.79 -3.58  0.070
50 H -2.78 -0.34 -1.44  0.055

Results
**HOMO energy (alpha / beta)**: -4.706 / -8.255 eV
**Kohn-Sham gap (alpha / beta)**: 0.1266 / 0.2080 Ha
**Multiplicity**: 5